Record 1
Below is C22H30CdClN3O8S2 as an isolated structure, with properties calculated with ωB97M-V with the def2-TZVPD basis set.

Cartesian coordinates (Å):
H: 4.933 2.106 1.688
H: -3.549 0.088 1.933
H: 3.486 -2.596 0.678
Cd: 5.680 6.168 -0.304
C: -3.324 0.332 -0.814
C: -2.608 1.567 -1.345
H: 0.123 -3.495 -1.530
O: 0.570 3.482 -1.378
C: -2.885 -2.567 1.536
C: 4.542 3.797 0.494
O: -3.914 1.873 3.776
N: -0.491 5.014 -2.568
C: -3.879 -0.504 2.775
H: -3.346 -3.552 1.545
C: 3.936 0.375 -0.678
C: 0.663 4.487 -2.291
H: -3.937 -0.076 -1.615
H: 2.431 -0.151 -2.081
H: -0.502 -3.443 0.094
H: -3.922 -2.519 3.431
H: 1.602 4.768 -2.729
C: -0.751 3.451 -1.141
H: 1.495 -3.773 1.058
H: -4.964 -0.572 2.767
C: 3.401 -0.540 -1.779
C: 1.632 -3.383 0.054
S: -3.547 0.552 4.181
C: -0.024 -1.526 -0.692
C: 4.242 2.599 1.013
H: -4.001 0.654 -0.028
C: -3.233 -1.882 2.885
O: 2.766 0.946 -0.030
H: 3.722 4.479 0.296
O: -4.153 0.024 5.352
C: -0.608 -0.289 -3.231
C: 0.259 -3.026 -0.558
C: -1.413 -1.372 -1.355
O: 0.520 -0.428 1.450
H: -4.367 -1.452 0.395
O: 1.917 2.639 1.084
H: 5.588 4.055 0.239
H: 2.265 -1.381 0.494
H: 4.306 -2.440 -1.360
H: 4.066 -0.461 -2.636
C: 3.308 -2.011 -1.362
N: -1.528 -0.926 -2.756
H: -1.995 1.415 -2.226
H: -1.778 -2.392 -1.422
H: 2.040 -4.220 -0.514
C: -2.409 -0.777 -0.320
C: -0.264 -0.764 0.620
H: -3.522 -2.659 -0.488
C: 2.677 -2.271 0.025
O: -1.563 -0.364 0.740
N: -1.426 4.338 -1.827
C: -3.378 -1.880 0.259
H: -3.376 2.294 -1.643
H: 0.808 -0.968 -1.119
H: -1.818 -2.764 1.512
H: 2.745 -2.545 -2.129
H: 4.551 -0.184 0.023
H: 4.542 1.143 -1.152
H: -2.331 -1.832 3.487
O: 0.210 0.385 -3.669
Cl: -1.510 0.539 4.293
S: -1.591 2.367 -0.089
C: 2.884 2.049 0.677

Values from the calculation:
- DFT total energy: -82883.0287 eV
- E_LUMO: -12.264 eV
- HOMO-LUMO gap: 0.067 Ha
- Net charge: +2
- 2S+1: 1



Record 2
Below is a 2-piece molecular cluster, C2H5N3 overall, with properties calculated with ωB97M-V with the def2-TZVPD basis set.

Cartesian coordinates (Å):
H: -2.398 -1.071 -0.014
C: -1.463 -0.581 0.152
H: 2.178 1.639 0.659
H: -0.452 -1.013 -1.270
C: 3.167 -0.005 0.025
N: -0.406 -0.381 -0.492
H: 1.314 0.704 -0.405
N: 4.108 -0.634 0.127
H: -1.603 -0.166 1.066
N: 2.254 0.897 -0.062

Values from the calculation:
- Energy relative to the best compared isomer or geometry (same formula, charge and spin): 33.6 kcal/mol
- DFT total energy: -6623.4814 eV
- E_LUMO: 0.663 eV
- HOMO-LUMO gap: 0.373 Ha
- Net charge: 0
- 2S+1: 1



Record 3
Below is C16H16FN6O5OsTe as an isolated structure, with properties calculated with ωB97M-V with the def2-TZVPD basis set.

Cartesian coordinates (Å):
O: 2.975 1.525 1.500
C: 2.220 0.702 1.103
C: 1.177 2.842 -1.138
C: 3.507 -1.315 1.843
C: 0.462 -3.564 -0.110
C: 3.626 -2.709 1.875
H: 2.708 -4.576 1.248
H: -0.865 -3.132 2.131
H: -2.127 2.021 -0.061
H: -2.454 0.959 -4.956
H: 4.254 -0.657 2.269
C: 0.897 4.156 -1.481
O: 4.653 -3.339 2.446
O: 1.042 1.030 0.430
N: -2.501 1.282 -3.031
H: -2.704 -3.354 -0.490
C: 2.397 -0.772 1.234
N: -1.671 0.338 -2.718
C: 2.641 -3.497 1.266
C: -3.274 -2.434 -0.403
O: -0.317 -2.751 -0.769
N: -2.834 2.092 -2.058
H: -0.495 5.210 1.430
H: -2.603 -3.464 2.281
C: -2.137 1.597 -1.049
N: 1.451 -1.536 0.691
H: -1.838 -2.285 3.369
Te: -2.273 -1.151 0.970
Os: -0.115 -0.726 -0.282
O: 0.377 -4.768 -0.075
H: 1.648 2.169 -1.843
N: -3.091 1.350 -4.271
H: -3.295 -1.931 -1.368
C: -1.833 -2.701 2.365
C: 1.576 -2.867 0.674
N: -1.412 0.533 -1.435
C: 0.840 2.402 0.125
H: 0.011 2.829 2.051
F: 0.016 6.235 -0.873
C: 0.246 3.215 1.067
C: 0.292 4.972 -0.541
H: 5.287 -2.723 2.832
H: -4.284 -2.609 -0.043
H: 1.147 4.553 -2.454
C: -0.035 4.529 0.728
H: -3.293 2.322 -4.476

Values from the calculation:
- Energy relative to the best compared isomer or geometry (same formula, charge and spin): 16.0 kcal/mol
- DFT total energy: -48499.4403 eV
- E_LUMO (spin up / spin down): -3.805 / -3.805 eV
- HOMO-LUMO gap (spin up / spin down): 0.262 / 0.262 Ha
- Net charge: +1
- 2S+1: 1



Record 4
Below is an isolated ion of composition C3H3N2O and charge -1, with properties calculated with ωB97M-V with the def2-TZVPD basis set.

Cartesian coordinates (Å):
H: 1.217 1.136 -0.334
C: 0.522 0.245 -0.439
O: 2.623 -0.329 0.414
N: -3.107 -0.503 0.009
C: -0.673 0.163 0.446
N: 1.620 -0.826 -0.195
C: -1.945 -0.363 0.213
H: 0.121 -0.088 -1.480
H: -0.379 0.564 1.367

Values from the calculation:
- Energy relative to the best compared isomer or geometry (same formula, charge and spin): 9.7 kcal/mol
- DFT total energy: -8184.2436 eV
- E_LUMO (spin up / spin down): 3.929 / 3.923 eV
- HOMO-LUMO gap (spin up / spin down): 0.236 / 0.236 Ha
- Net charge: -1
- 2S+1: 1



Record 5
Below is C18H21N3O3 as an isolated structure, with properties calculated with ωB97M-V with the def2-TZVPD basis set.

Cartesian coordinates (Å):
H: -3.722 1.366 -3.379
C: -1.368 -2.014 1.767
H: 0.386 -3.879 2.173
H: -1.351 0.347 -5.049
H: 2.562 -1.427 1.518
O: 3.263 0.489 1.476
H: 2.541 0.409 3.404
H: -0.996 -0.111 2.978
H: -2.572 1.647 -5.683
H: 1.125 3.324 -1.103
C: -0.156 1.971 -0.082
H: -0.754 2.379 -3.363
C: -0.242 -2.002 -0.387
H: -2.090 3.376 -3.868
O: 0.746 -2.254 -1.223
C: -2.129 0.183 -2.486
C: 2.176 2.030 0.142
H: 3.194 2.422 -0.166
H: 3.462 1.953 2.865
H: 4.490 0.261 3.234
C: -0.241 0.937 0.871
C: -1.094 -0.425 -2.036
C: -0.465 -1.241 2.835
C: 1.565 -1.836 2.126
N: 0.673 -0.841 2.400
H: -1.420 0.840 1.206
C: -2.746 1.252 -3.278
H: -2.095 -1.446 1.258
H: -0.174 -0.361 -2.694
H: -1.255 2.510 -0.141
C: 0.820 0.429 1.355
O: -3.194 -0.203 -1.463
C: 0.968 -3.014 1.377
C: 2.230 1.012 0.876
N: -0.223 -2.474 0.716
C: -1.603 2.062 -3.956
C: -1.276 -1.144 -1.047
C: -2.072 1.237 -4.878
C: 3.384 0.876 2.900
C: 0.997 2.668 -0.310
H: 2.019 -2.093 3.135
H: 1.572 -3.519 0.548
H: -1.930 -2.726 2.398
N: -2.592 -1.203 -0.840
H: -0.413 -1.771 3.872

Values from the calculation:
- Energy relative to the best compared isomer or geometry (same formula, charge and spin): 412.4 kcal/mol
- DFT total energy: -29603.5558 eV
- E_LUMO: 0.677 eV
- HOMO-LUMO gap: 0.326 Ha
- Net charge: 0
- 2S+1: 1



Record 6
Below is a 2-piece molecular cluster, C11H21F3O6S overall, with properties calculated with ωB97M-V with the def2-TZVPD basis set.

Cartesian coordinates (Å):
C: -0.457 -2.057 4.662
C: -0.595 3.564 -2.466
H: -2.056 2.475 -1.294
H: -0.155 5.895 -3.291
H: -1.279 6.284 -1.952
C: -0.283 5.899 -2.201
H: 2.095 -3.629 -0.390
O: -0.004 -1.652 3.456
O: -0.096 4.610 -1.652
H: 1.361 -4.122 -2.699
C: -1.012 2.368 -1.612
O: -0.166 -2.208 -1.058
O: -0.600 -2.073 -3.199
H: 0.477 6.562 -1.782
C: -0.211 -2.754 -2.290
C: 0.292 -4.163 -2.494
O: 1.032 -0.012 1.965
H: 0.121 -4.823 -1.647
H: 2.047 -2.085 0.456
H: -0.962 1.473 -2.243
H: 0.179 3.259 -3.184
H: -0.293 0.022 -0.084
H: -1.698 0.925 0.413
C: -0.115 2.136 -0.394
H: -0.068 3.043 0.213
F: -1.750 -2.371 4.560
H: -1.461 3.911 -3.046
C: 1.592 -3.072 0.403
C: 0.109 -2.959 0.133
H: -0.909 0.553 2.533
H: 1.767 -3.582 1.350
H: -0.213 -4.576 -3.363
F: 0.202 -3.149 5.091
F: -0.327 -1.115 5.614
H: -0.380 -3.932 0.092
H: 0.204 1.886 2.209
O: 2.480 -1.389 3.305
H: -0.376 -2.397 0.930
C: -0.119 0.900 1.861
H: 0.902 1.952 -0.762
C: -0.602 0.934 0.424
S: 1.328 -0.529 3.431

Values from the calculation:
- DFT total energy: -43019.5492 eV
- E_LUMO: 0.577 eV
- HOMO-LUMO gap: 0.380 Ha
- Net charge: 0
- 2S+1: 1



Record 7
Below is one molecule with the formula C5H9N, with properties calculated with ωB97M-V with the def2-TZVPD basis set.

Cartesian coordinates (Å):
H: -1.750 -0.397 -1.330
H: -0.740 2.417 2.184
N: -1.107 -1.156 -1.509
H: 0.826 -2.979 -1.260
H: 0.911 1.812 2.064
H: 0.211 2.935 0.859
H: 2.113 -1.797 -0.741
C: -0.472 0.867 0.657
C: 0.109 -1.029 -0.808
C: 0.024 2.063 1.488
H: -1.537 0.726 0.783
H: -1.562 -2.043 -1.427
C: 0.426 0.147 -0.003
C: 1.071 -1.957 -0.985
H: 1.478 0.390 0.028

Values from the calculation:
- Energy relative to the best compared isomer or geometry (same formula, charge and spin): 32.1 kcal/mol
- DFT total energy: -6819.6023 eV
- E_LUMO: 1.121 eV
- HOMO-LUMO gap: 0.329 Ha
- Net charge: 0
- 2S+1: 1



What did the seventh record say?
Below is one molecule with the formula C5H9N, with properties calculated with ωB97M-V with the def2-TZVPD basis set.

Cartesian coordinates (Å):
H: -1.750 -0.397 -1.330
H: -0.740 2.417 2.184
N: -1.107 -1.156 -1.509
H: 0.826 -2.979 -1.260
H: 0.911 1.812 2.064
H: 0.211 2.935 0.859
H: 2.113 -1.797 -0.741
C: -0.472 0.867 0.657
C: 0.109 -1.029 -0.808
C: 0.024 2.063 1.488
H: -1.537 0.726 0.783
H: -1.562 -2.043 -1.427
C: 0.426 0.147 -0.003
C: 1.071 -1.957 -0.985
H: 1.478 0.390 0.028

Values from the calculation:
- Energy relative to the best compared isomer or geometry (same formula, charge and spin): 32.1 kcal/mol
- DFT total energy: -6819.6023 eV
- E_LUMO: 1.121 eV
- HOMO-LUMO gap: 0.329 Ha
- Net charge: 0
- 2S+1: 1